# 1
ORCA calculation (the ωB97M-V functional and the def2-TZVPD basis) on a cluster of 2 separate species, C29H58BrINO6P2S in total at a distorted geometry.

```
99
Properties=species:S:1:pos:R:3:forces:R:3
C -4.599 0.623 -2.324 -0.3738 -0.0313 0.6789
C -4.739 2.009 -1.404 -0.0627 -0.4847 -0.5421
C -4.355 3.319 -2.343 -0.0454 -0.1974 0.3192
C -3.227 4.306 -1.644 -1.1324 0.1081 0.1087
C -1.864 3.524 -1.167 -0.2606 0.6056 -0.0937
C -0.463 4.240 -1.678 0.1441 -0.8016 0.6922
C 0.614 3.023 -1.999 0.5062 0.7418 -0.7537
C 1.563 2.659 -0.671 0.2956 0.6600 -1.4116
C 2.362 1.237 -0.867 0.4931 0.8816 -0.5280
C 2.686 0.423 0.513 0.7639 -0.1092 -0.3281
C 1.735 -0.865 0.828 -2.0613 0.1448 1.4402
C 0.960 -1.666 -0.368 0.2759 0.5156 -0.5481
C 1.923 -2.363 -1.494 -4.2092 -6.1487 -3.4378
O 1.392 -3.424 -2.164 3.7444 7.3593 4.5382
Br 3.775 -1.820 -2.008 -1.7819 -0.3029 0.6810
C 0.519 -0.158 1.733 0.9211 -1.4119 2.8374
P -1.101 0.702 1.099 0.5096 0.7039 0.6430
P -2.656 -0.847 1.421 -3.8847 -4.3517 3.9918
O -2.799 -1.255 2.966 1.3912 1.8503 -5.2042
O -4.260 -0.254 0.953 3.3701 -1.7860 0.8766
O -2.317 -2.333 0.559 0.0749 1.9285 2.1565
N 0.792 -0.245 3.104 -0.6364 0.6415 -4.1733
C -0.038 0.312 4.275 -1.3084 0.6829 -0.3811
S 0.617 2.012 4.847 -0.1551 -0.6811 -0.0796
C 0.283 3.324 3.552 0.0389 0.8579 -1.7784
C -0.117 4.800 4.143 -0.3925 0.9978 -0.0942
C 2.080 -0.999 3.345 0.8444 -2.9111 1.4047
C 3.392 -0.230 3.957 -0.2002 1.0983 1.0890
C 3.288 -0.255 5.624 0.5187 0.6252 -0.0222
C 4.292 -1.346 6.325 0.0983 1.6781 1.3624
I 3.872 -3.438 5.839 0.0651 0.9769 0.0437
C 2.210 -1.922 1.997 -0.7735 0.1237 -0.4978
C 3.527 -2.868 1.765 0.7688 0.2204 1.3395
C 3.200 -4.501 1.831 -0.2521 -0.9359 -0.8945
C 2.390 -5.062 0.518 -0.5094 0.9190 -0.1762
O 2.356 -4.859 3.016 -0.3674 0.2957 -2.1013
H -4.261 -0.310 -1.672 -0.8380 1.9802 -1.3491
H -5.692 0.408 -2.739 2.5683 0.2805 0.5920
H -3.823 0.754 -3.195 -1.6280 -0.2195 1.6353
H -5.875 2.032 -1.049 2.5773 0.2099 -0.6450
H -4.063 1.971 -0.436 -1.3346 0.0497 -2.0118
H -3.945 2.929 -3.390 -0.9153 0.9224 2.2433
H -5.352 3.923 -2.514 2.1668 -1.0471 0.1500
H -3.762 4.790 -0.693 1.2787 -0.9148 -2.0874
H -3.014 5.167 -2.423 -0.2037 -1.7123 1.6923
H -1.912 2.415 -1.605 0.1309 2.3427 1.0126
H -1.868 3.522 0.017 0.0475 -0.3382 -2.3808
H 0.023 4.916 -0.825 -1.1893 -1.4264 -1.7548
H -0.658 4.956 -2.586 0.3982 -1.6764 1.5882
H 1.286 3.432 -2.897 -1.1185 -1.1171 2.0777
H 0.080 2.055 -2.439 0.9579 2.0156 1.0862
H 2.400 3.509 -0.667 -2.0267 -1.7385 0.4858
H 0.894 2.725 0.286 1.3037 -0.1985 -1.5511
H 1.794 0.635 -1.693 1.0949 0.7933 1.7383
H 3.419 1.521 -1.344 -2.3969 -0.7435 0.9890
H 3.807 0.038 0.436 -2.4132 0.7968 0.3913
H 2.584 1.176 1.433 0.4291 -1.6568 -1.9789
H 0.246 -0.908 -0.925 1.5993 -1.6165 0.7844
H 0.240 -2.529 0.035 1.8592 1.9094 -0.8590
H -0.915 0.951 -0.308 0.1053 -0.8537 0.5654
H -4.885 -0.808 1.513 1.0731 0.7618 -0.6626
H -2.021 -3.011 1.257 -0.8752 1.5069 -1.1402
H -0.021 -0.484 5.137 0.2268 1.7997 -1.6408
H -1.164 0.502 3.990 2.3333 -0.8596 0.1398
H 1.282 3.465 2.935 -2.0915 -0.4091 1.1563
H -0.552 2.969 2.809 1.5691 0.6081 1.5575
H -0.808 5.357 3.345 1.5365 -1.3796 1.6459
H -0.732 4.785 5.140 1.2608 -0.2572 -1.9178
H 0.814 5.527 4.298 -1.8875 -1.9126 -0.2722
H 1.802 -1.768 4.211 0.5494 1.5413 -1.8008
H 3.456 0.916 3.668 -0.3063 -2.4798 0.2851
H 4.417 -0.726 3.668 -2.2829 0.7197 0.2658
H 3.630 0.815 6.018 -0.6553 -2.3009 -0.8055
H 2.157 -0.364 5.988 2.5837 -0.0580 -0.7769
H 4.132 -1.238 7.503 0.4728 -0.3790 -2.6615
H 5.443 -1.160 6.094 -2.6814 -0.2997 0.3314
H 1.295 -2.664 2.060 1.7296 1.4186 0.0515
H 4.160 -2.573 0.810 -1.5511 -0.7489 1.8403
H 4.253 -2.671 2.692 -1.5631 -0.4548 -1.9998
H 4.232 -5.092 1.935 -2.2500 1.4772 -0.1318
H 1.360 -4.459 0.484 2.0832 -1.2828 -0.0348
H 2.929 -4.859 -0.509 -0.9651 -0.4297 2.1886
H 2.101 -6.196 0.576 0.8325 2.1428 0.1270
H 1.477 -5.225 2.670 1.9797 0.7471 0.5995
C -1.238 -3.061 -4.822 0.0936 -0.0880 -0.1790
C -1.977 -1.735 -4.778 0.1474 -0.0449 -0.1552
O -1.397 -0.736 -5.613 0.0446 0.1273 0.1651
C -1.359 -1.017 -7.011 -0.1018 0.0850 -0.0451
C -2.735 -1.194 -7.628 -0.1771 -0.1423 0.1077
H -0.170 -2.915 -4.626 -0.1622 -0.0131 0.0595
H -1.643 -3.749 -4.073 0.0550 0.0914 -0.0873
H -1.328 -3.538 -5.802 -0.0454 -0.0166 0.1212
H -1.938 -1.345 -3.756 0.0422 0.1885 -0.1467
H -3.036 -1.865 -5.021 -0.0141 -0.0570 -0.0261
H -0.724 -1.886 -7.207 -0.0396 -0.0584 0.0002
H -0.870 -0.160 -7.486 -0.0055 -0.0557 0.3046
H -3.229 -2.095 -7.256 0.0345 0.0277 -0.1054
H -2.658 -1.279 -8.716 0.0126 0.0190 0.1424
H -3.380 -0.343 -7.385 0.1248 -0.0393 -0.0711
```
Positions in Å, forces in eV/Å.

Properties
- LUMO energy (eV) = -4.87
- DFT total energy (eV) = -152326.6353
- orbital gap (eV) = 6.44
- net charge = +1
- multiplicity = 1
- strongest force on any atom (Eh/bohr) = 0.1832

***

# 2
ORCA calculation (the ωB97M-V functional and the def2-TZVPD basis) on a cluster of 3 separate species, C29H58N2O7S in total at a distorted geometry.

```
97
Properties=species:S:1:pos:R:3:forces:R:3
C 2.975 -4.081 2.972 0.4055 -1.3254 -0.0045
C 3.723 -3.644 1.581 -0.8179 -0.6707 -0.8495
C 3.503 -2.086 1.127 0.7927 0.2095 -0.2503
C 3.456 -0.998 2.352 1.4711 0.9712 -1.2459
C 4.666 -1.173 3.468 -1.5097 -0.3869 0.1783
O 2.101 -0.871 2.985 -0.0182 0.8061 -1.1086
S 1.327 0.292 1.950 1.1016 3.1172 0.8170
O 1.636 1.705 2.538 -1.5998 -4.7922 -1.3692
O -0.344 -0.046 1.967 1.6535 1.6720 1.7745
C -1.104 0.923 2.774 -2.7115 0.0191 2.0476
C -2.523 0.151 3.207 0.8121 -1.1119 -0.4907
C -3.241 -0.583 1.891 0.0438 0.0446 1.3685
C -2.770 -2.175 1.774 -0.6089 0.7127 -2.6527
O -3.317 -2.982 2.876 1.7299 -2.5409 -0.7921
C -3.027 -4.425 2.669 -3.0230 -2.3159 -4.5235
C -1.924 -5.184 3.620 -0.6609 0.6681 0.3597
O -3.684 -5.095 1.701 4.3432 4.4240 6.3244
H 2.015 -3.465 3.238 2.1187 -0.9168 -0.5110
H 3.776 -4.115 3.855 -2.0267 0.2995 -1.7684
H 2.604 -5.207 2.830 0.8549 2.3981 0.3935
H 3.233 -4.311 0.720 1.1547 1.5016 1.7758
H 4.871 -3.966 1.590 -2.5162 0.9405 0.1694
H 2.569 -1.936 0.401 1.8800 -0.4520 1.8253
H 4.448 -1.793 0.458 -2.0065 -0.5159 1.4707
H 3.645 0.069 1.853 -0.1285 -2.2795 0.9147
H 4.926 -0.104 3.871 -0.2744 -2.2635 -0.7583
H 4.247 -1.843 4.350 0.9467 1.4886 -1.7884
H 5.566 -1.749 2.988 -1.6805 1.3748 0.8461
H -1.415 1.877 2.168 1.1097 -1.8131 1.0071
H -0.583 1.184 3.815 -0.8143 -0.3865 -2.6820
H -3.261 0.889 3.761 1.6957 -1.5011 -1.1668
H -2.190 -0.749 3.912 -0.8949 2.1199 -1.1829
H -2.928 0.044 0.953 -0.6749 -1.5794 1.5134
H -4.423 -0.529 2.035 2.6341 -0.2554 -0.4882
H -3.253 -2.586 0.766 1.0024 0.8352 2.1085
H -1.609 -2.305 1.643 -2.1665 0.4235 0.6868
H -1.086 -5.633 2.934 -1.8670 0.7619 1.3195
H -1.439 -4.462 4.409 -1.0402 -1.2358 -1.7664
H -2.507 -6.008 4.235 1.2811 1.5510 -1.5626
C -4.779 4.629 0.306 -0.0835 0.1775 0.1521
C -5.619 3.448 -0.255 1.6955 0.8263 -0.6499
C -6.558 3.974 -1.371 -0.2625 -0.1772 0.1446
C -7.702 4.824 -0.829 0.0347 0.0897 0.0102
C -8.480 4.076 0.246 0.1432 -0.2596 -0.2768
C -7.598 3.463 1.369 -0.9795 0.8647 1.6541
N -6.373 2.766 0.852 -2.3755 -3.4448 -2.8628
O -6.774 1.505 0.375 1.3617 3.0915 1.5849
C -7.171 4.561 2.380 0.1914 0.3208 -0.2093
C -8.520 2.531 2.228 0.3868 -0.4911 -0.6153
C -4.538 2.522 -0.904 -0.6036 -0.4227 0.1991
H -4.008 4.940 -0.409 -0.2248 -0.2981 0.0131
H -5.361 5.529 0.499 -0.0396 -0.1136 0.1016
H -4.262 4.344 1.230 -0.1577 -0.0017 -0.1106
H -6.982 3.131 -1.934 0.1321 -0.0280 0.2296
H -5.987 4.566 -2.099 0.1532 -0.1652 0.2401
H -7.327 5.774 -0.434 0.0372 -0.0592 -0.0169
H -8.379 5.084 -1.651 0.0886 -0.0041 0.1332
H -9.224 4.756 0.682 0.1814 -0.2083 0.1915
H -9.054 3.279 -0.248 0.1971 -0.0448 0.1978
H -6.449 4.169 3.104 -0.0583 -0.0113 -0.1661
H -8.030 4.932 2.948 -0.0040 -0.2529 -0.1761
H -6.740 5.445 1.907 0.0663 -0.1513 0.0128
H -9.021 1.765 1.624 0.3416 0.1230 0.0677
H -9.321 3.105 2.710 0.3500 0.1853 -0.2085
H -7.952 2.029 3.020 -0.0108 0.0780 -0.1858
H -3.815 2.178 -0.155 -0.1727 0.0468 -0.0382
H -3.977 3.062 -1.679 -0.2686 0.1739 0.3176
H -4.964 1.644 -1.399 -0.0806 0.1339 0.2941
C 5.308 0.899 -4.165 0.1377 0.0084 -0.2139
C 5.272 -0.266 -3.138 -0.5255 1.9241 0.1797
C 6.559 -0.225 -2.274 0.0373 -0.3247 -0.0731
C 7.802 -0.649 -3.047 0.0365 0.0731 -0.0392
C 7.609 -2.015 -3.694 -0.2081 0.0264 0.3456
C 6.303 -2.153 -4.526 0.8598 -0.6588 -1.8112
N 5.095 -1.582 -3.841 0.1547 -2.9650 4.1503
O 4.671 -2.520 -2.881 0.6877 2.4315 -2.7281
C 6.471 -1.472 -5.911 0.1207 0.4055 0.0490
C 6.143 -3.668 -4.894 -0.4514 0.1497 0.7317
C 4.049 0.100 -2.233 0.0832 -0.7392 -0.0139
H 5.134 1.865 -3.674 -0.0378 -0.3541 0.1197
H 6.268 1.011 -4.668 -0.0673 -0.1344 -0.0444
H 4.528 0.782 -4.926 0.1434 -0.0766 0.1216
H 6.446 -0.883 -1.401 -0.1662 -0.0149 -0.1888
H 6.714 0.784 -1.873 -0.2783 -0.0768 -0.1602
H 8.060 0.096 -3.807 -0.0659 -0.0080 0.0423
H 8.657 -0.692 -2.362 -0.0945 0.0177 -0.1255
H 8.480 -2.235 -4.324 -0.3135 -0.0683 -0.1013
H 7.616 -2.769 -2.894 -0.2176 0.0419 -0.1698
H 5.523 -1.451 -6.457 0.0779 0.0055 0.1638
H 7.191 -2.014 -6.533 -0.1193 -0.1094 0.2627
H 6.857 -0.453 -5.852 -0.1499 -0.0562 0.0453
H 6.146 -4.316 -4.009 -0.1779 0.2944 -0.1266
H 6.975 -4.010 -5.521 -0.0779 0.4294 0.1001
H 5.216 -3.848 -5.450 0.1077 0.1050 0.1423
H 3.125 0.143 -2.821 0.1715 -0.0823 0.0444
H 4.189 1.084 -1.767 0.2302 -0.1707 -0.3369
H 3.898 -0.603 -1.407 0.0731 -0.0469 -0.3324
```
Positions in Å, forces in eV/Å.

Properties
- LUMO energy (spin up / spin down) (eV) = 0.56 / -0.37
- DFT total energy (eV) = -59149.5810
- orbital gap (spin up / spin down) (eV) = 9.73 / 9.35
- multiplicity = 3
- strongest force on any atom (Eh/bohr) = 0.1722

***

- Which formula does entry 1 have?
  C29H58BrINO6P2S